Record 1
Entry from the Open Molecules 2025 dataset: C45H41BeN2O2PSSb as an isolated structure (ωB97M-V with the def2-TZVPD basis set).

Summary:
Spin multiplicity: 1
Relative energy (zero: lowest compared OMol25 entry of this formula, charge and spin) in kJ/mol: 58.7
Gap between HOMO and LUMO in eV: 7.2
Net charge: +1

Structure (XYZ):
```
94
Properties=species:S:1:pos:R:3:lowdin_charge:R:1
H -0.145 -3.379 2.054 0.007
C -1.260 2.040 -0.160 -0.360
H -3.735 2.500 0.974 0.125
H -2.861 3.033 5.566 0.111
H 1.599 1.148 1.063 0.025
H -1.213 4.181 -3.389 0.116
C -1.786 1.538 -1.356 -0.156
H 1.772 3.394 -4.342 0.110
H 3.458 3.452 -0.408 0.110
S 1.621 -2.039 1.859 0.854
H 3.278 1.688 1.049 0.089
H 0.455 0.331 5.726 0.146
H -2.162 -1.657 -1.946 0.019
H 4.328 -1.549 5.932 0.122
C 4.557 -2.666 -1.713 -0.081
H 3.931 -2.417 3.631 0.120
C -3.126 0.465 1.245 -0.288
C -4.939 -1.132 1.254 -0.022
Sb 0.547 -0.835 -1.517 1.526
O -0.060 -0.483 3.503 -0.178
C -2.747 -2.068 1.535 -0.018
C 2.335 1.696 -0.892 -0.307
H 5.570 -2.307 -1.844 0.105
C -1.778 2.303 -2.509 -0.066
H -5.276 -2.162 1.319 0.120
C -0.581 -1.650 -6.253 -0.073
C -4.071 1.473 1.064 -0.080
C -2.055 2.926 4.849 -0.064
C -0.012 -1.207 -3.557 -0.323
H -3.089 -2.471 -3.203 0.086
C 3.194 -1.813 4.141 -0.051
H -3.214 1.699 3.530 0.103
C 0.514 -4.140 -1.326 -0.068
H -0.682 4.129 5.976 0.109
H 1.161 3.862 4.339 0.111
C 2.181 -2.217 -1.550 -0.372
P -1.356 0.946 1.306 1.143
C 2.532 1.121 0.490 -0.073
C -1.592 -1.688 -5.308 -0.054
H -3.165 -0.721 -3.065 0.079
H 0.806 1.196 -3.888 0.086
H -3.277 -3.017 1.503 0.148
C 2.687 3.565 -2.405 -0.080
C -0.720 3.320 -0.144 -0.065
H -2.610 -1.905 -5.620 0.115
H -2.235 0.553 -1.377 0.066
H 3.693 -0.715 -1.865 0.093
N -1.498 -2.154 1.766 -0.063
C -0.706 4.084 -1.307 -0.058
H -0.314 3.740 0.765 0.097
H 5.123 -4.731 -1.549 0.106
C 2.004 -1.532 3.463 -0.560
C 0.731 -1.412 -5.857 -0.074
H 2.035 -1.028 -4.209 0.101
C 1.936 2.926 -3.376 -0.088
N 1.090 -0.777 4.116 -0.132
C 2.429 -0.537 6.029 -0.031
O -1.117 -3.462 1.935 -0.024
H -6.135 1.999 0.858 0.118
C 1.392 1.674 -3.113 -0.130
H -6.919 -0.354 1.016 0.118
C -1.233 2.038 2.762 -0.348
C 1.008 -1.197 -4.517 -0.136
C -1.331 -1.475 -3.950 -0.300
H -2.189 1.896 -3.428 0.116
C 3.406 -1.324 5.410 -0.036
C 2.875 2.951 -1.174 -0.054
C -5.425 1.194 0.996 -0.040
H -0.812 -1.822 -7.298 0.107
H 0.495 -5.079 -0.772 0.083
H 2.572 -0.131 7.021 0.120
H -0.175 -3.450 -0.829 0.021
C 3.495 -1.770 -1.713 -0.129
C 3.000 -4.471 -1.410 -0.049
C 1.598 1.026 -1.890 -0.303
C 0.202 3.390 4.161 -0.068
C -2.256 2.178 3.694 -0.070
Be -0.243 -0.951 2.000 -0.071
C 1.274 -0.269 5.353 0.009
C -5.863 -0.119 1.084 -0.044
H 0.112 -4.335 -2.326 0.092
H 0.829 2.503 2.318 0.089
H 3.123 4.538 -2.600 0.107
H 2.807 -5.535 -1.304 0.114
C -1.233 3.581 -2.486 -0.068
C -0.832 3.537 5.081 -0.074
C 0.005 2.638 3.014 -0.115
H 2.854 0.081 0.461 0.033
C -3.571 -0.861 1.348 -0.177
C -2.494 -1.582 -2.982 -0.078
H 1.533 -1.406 -6.586 0.108
C 4.305 -4.021 -1.550 -0.076
H -0.278 5.079 -1.284 0.115
C 1.920 -3.587 -1.414 -0.325
```

Record 2
Entry from the Open Molecules 2025 dataset: a 7-piece molecular cluster, C35H65INO11P overall (ωB97M-V with the def2-TZVPD basis set).

Summary:
Spin multiplicity: 1
Gap between HOMO and LUMO in eV: 8.5
Net charge: 0
SMILES string: NC(=O)CC[C@]1(P(O)I)CC(CC=O)(CC=O)CO1.C1CCOC1.C1CCOC1.C1CCOC1.C1CCOC1.C1CCOC1.C1CCOC1

Structure (XYZ):
```
114
Properties=species:S:1:pos:R:3:lowdin_charge:R:1
C 1.479 6.246 5.338 -0.209
O 5.467 -1.518 -1.728 -0.069
C -1.599 -2.491 -0.986 -0.092
H -1.439 -7.653 -4.447 0.118
H -0.529 3.919 3.694 0.111
C -1.222 4.695 -3.645 -0.168
H -2.058 1.318 -1.484 0.112
O -3.526 -3.962 -1.922 -0.109
I -0.410 -3.469 -4.531 0.468
P 1.657 -2.377 -3.667 0.593
H 0.669 8.219 4.863 0.117
H -2.390 -7.888 -5.931 0.118
H -0.190 7.338 6.141 0.119
H -2.267 4.831 -5.564 0.119
H 0.726 -7.785 -7.572 0.117
H -0.993 -9.990 -4.879 0.115
O -4.184 1.184 0.364 -0.083
C -0.740 -9.292 -5.680 -0.185
C 2.148 6.820 7.493 -0.202
C 4.397 2.005 3.247 -0.208
H -6.094 -4.651 3.368 0.116
C -1.383 -7.933 -5.505 -0.209
C -1.457 2.858 -5.089 -0.194
H 0.210 3.521 -2.494 0.112
H 0.641 5.102 1.555 0.117
C -0.097 4.296 1.582 -0.164
H -3.314 -6.570 1.145 0.120
H -1.094 4.740 1.481 0.121
N 3.908 -2.504 -0.048 0.061
C 3.409 -0.015 -0.996 -0.125
H 1.011 3.269 3.101 0.104
C 0.076 -0.757 -0.145 -0.094
H 3.146 6.909 7.933 0.119
H 3.025 0.150 -3.266 0.126
H 3.377 3.968 5.214 0.102
H -4.020 -2.047 -0.930 0.137
H -1.495 3.157 -2.145 0.095
H -0.355 5.179 -4.110 0.121
H 5.242 1.648 5.839 0.118
C 2.376 0.113 -2.265 -0.138
C -1.191 -0.888 -1.228 -0.302
H -1.453 -2.656 0.187 0.128
H 3.004 2.441 6.044 0.124
C -2.386 0.233 -1.172 -0.087
C 1.209 -1.045 -2.322 -0.554
O -0.423 2.027 0.989 -0.180
H 1.235 8.804 7.448 0.116
O 2.311 -1.565 -5.103 -0.439
C 4.333 -1.370 -0.987 -0.294
H -5.026 -5.332 -0.591 0.092
H -0.809 -0.561 -3.628 0.096
H 3.279 -2.062 0.682 0.077
H 4.301 2.354 2.215 0.113
H 1.627 -0.864 -5.390 0.068
C 0.120 3.261 0.499 -0.193
C 3.595 2.895 5.244 -0.197
C -0.035 3.460 2.834 -0.175
H -2.162 2.102 -5.446 0.121
H 1.540 -6.976 -6.214 0.118
H -1.784 2.223 2.513 0.117
H -1.701 5.417 -2.979 0.120
O -0.792 2.382 -3.911 -0.167
H -6.060 -3.928 1.097 0.113
H 1.897 1.204 -2.187 0.123
H 1.112 -8.790 -4.727 0.118
O 2.144 5.770 6.516 -0.152
H 1.338 -9.702 -6.232 0.115
C -6.212 -5.007 1.220 -0.181
O -4.440 -5.674 2.641 -0.140
O 3.210 2.335 3.981 -0.158
H 1.441 6.544 8.282 0.118
H -2.790 -0.321 1.185 0.141
C -3.178 -2.808 -1.296 -0.105
H -0.367 3.530 -0.442 0.084
C -0.697 2.174 2.389 -0.190
H -3.126 3.950 -4.287 0.121
C -3.144 0.341 0.282 -0.133
H -0.204 0.678 -2.434 0.097
H -0.323 1.301 2.931 0.123
H 4.168 0.901 -1.098 0.133
H 5.573 3.379 6.038 0.118
C 0.724 -8.942 -5.741 -0.184
H 2.240 6.406 4.566 0.120
H 4.494 0.914 3.240 0.117
H 0.774 5.490 4.981 0.104
H -5.522 -6.801 0.273 0.119
C 0.798 7.544 5.713 -0.180
O 1.117 -1.527 -0.904 -0.259
H -3.223 -0.085 -1.961 0.144
C -0.788 3.432 -2.934 -0.226
H -0.839 -3.230 -1.499 0.091
H -0.696 3.018 -5.861 0.120
C 0.705 -7.626 -6.488 -0.207
H 2.581 8.567 6.317 0.118
C 5.078 2.640 5.403 -0.176
C -5.197 -5.761 0.400 -0.183
O -0.536 -6.983 -6.165 -0.177
H 0.602 0.312 -0.102 0.124
C 1.714 8.083 6.782 -0.182
H 5.679 3.688 3.633 0.118
H -1.056 -9.734 -6.633 0.116
H 1.187 3.105 0.309 0.122
H 2.859 0.170 0.046 0.117
C -5.852 -5.421 2.630 -0.209
H 6.502 2.127 3.821 0.117
H 3.387 -3.215 -0.608 0.083
H -6.360 -6.349 2.913 0.116
H -3.394 -4.794 1.109 0.102
C -2.138 4.156 -4.714 -0.175
H -0.098 -1.128 0.952 0.145
C -0.319 -0.501 -2.567 -0.147
C 5.556 2.653 3.973 -0.180
H -7.248 -5.238 0.958 0.116
C -3.972 -5.708 1.286 -0.203
```

Record 3
Entry from the Open Molecules 2025 dataset: C23H14AsBrCl2F6GaN5O2 as an isolated structure (ωB97M-V with the def2-TZVPD basis set).

Summary:
Spin multiplicity: 2
Relative energy (zero: lowest compared OMol25 entry of this formula, charge and spin) in kJ/mol: 0.0
Gap between HOMO and LUMO (alpha / beta) in eV: 7.7 / 6.3
Expectation value of S²: 0.768
Net charge: +1

Structure (XYZ):
```
55
Properties=species:S:1:pos:R:3:lowdin_spin:R:1
C 0.458 1.661 -3.245 -0.001
As 0.535 4.148 0.142 0.000
C -1.601 0.689 -2.826 0.000
Ga -0.004 0.437 -0.470 0.010
C -3.787 -0.930 0.727 -0.011
C 1.923 0.650 1.549 0.000
H 0.715 2.656 -5.114 0.000
H -1.596 2.102 -5.879 0.000
C -2.131 -0.570 3.016 0.009
C -2.482 -0.459 0.560 0.146
O -3.630 -0.327 -2.122 0.044
F -1.110 4.570 0.191 0.000
Cl -5.836 -1.791 2.177 0.056
H 3.044 1.016 3.306 0.000
C 4.221 0.991 0.127 0.002
C 0.647 0.363 2.307 0.021
H 0.969 -5.255 2.744 0.000
N 1.894 0.552 0.208 0.003
F -0.121 2.363 -0.264 0.003
F 0.466 3.583 1.757 0.000
C -1.626 -0.280 1.735 0.139
N -0.398 0.150 1.441 0.130
C -3.410 -1.028 3.144 0.098
H -1.512 -0.415 3.885 -0.001
H 0.784 -6.349 0.501 0.000
N 0.962 -2.512 0.812 0.003
C 0.836 -5.272 0.592 0.000
Cl -4.018 -1.382 4.698 0.036
H 1.081 -2.771 2.852 0.000
Br 0.791 -1.949 -1.875 0.004
F 2.110 3.453 0.013 0.000
C -2.508 0.004 -1.826 0.017
F 1.115 5.693 0.490 0.000
H 2.945 0.615 -1.563 0.000
H 5.180 1.343 2.013 0.000
H 5.112 1.117 -0.471 0.000
H 1.441 1.905 -2.868 0.000
O 0.633 0.298 3.512 0.057
C -2.082 1.069 -4.059 0.002
C 0.042 2.084 -4.493 0.002
C 3.018 0.714 -0.489 -0.001
N -0.346 0.966 -2.438 0.002
N -1.888 -0.121 -0.607 0.096
H 0.715 -4.903 -1.539 0.000
H -4.426 -1.066 -0.131 -0.002
C 0.867 -3.118 -0.341 0.000
C -1.244 1.777 -4.909 0.000
H -3.102 0.822 -4.317 0.000
C 3.083 0.936 2.230 0.001
C 0.796 -4.482 -0.547 0.000
F 0.531 4.305 -1.568 0.000
C 0.939 -4.668 1.837 0.000
C 4.252 1.115 1.506 0.000
C 1.000 -3.287 1.902 0.000
C -4.246 -1.212 1.987 0.134
```

Record 4
Entry from the Open Molecules 2025 dataset: an isolated ion of composition C2H7N2S3 and charge +1 (ωB97M-V with the def2-TZVPD basis set).

Summary:
Spin multiplicity: 1
Relative energy (zero: lowest compared OMol25 entry of this formula, charge and spin) in kJ/mol: 100.9
Gap between HOMO and LUMO in eV: 9.9
Net charge: +1
SMILES string: S[C@H]1NS[C@@H](S)[NH2+]1

Structure (XYZ):
```
14
Properties=species:S:1:pos:R:3:nbo_charge:R:1
C -0.128 -1.038 -0.622 0.026
H 1.723 -0.920 0.275 0.447
N 0.826 -0.430 0.361 -0.583
C 0.629 1.187 0.227 -0.335
H -2.551 -1.884 0.044 0.183
N -0.584 -0.020 -1.504 -0.816
H -0.514 -0.052 -2.574 0.466
H 1.467 1.405 -0.348 0.223
H -0.384 2.568 2.083 0.173
S 0.839 2.044 1.830 0.055
S -0.990 1.352 -0.572 0.552
S -1.340 -1.831 0.571 -0.063
H 0.478 -1.719 -1.082 0.219
H 0.529 -0.661 1.311 0.453
```

Record 5
Entry from the Open Molecules 2025 dataset: an isolated ion of composition C20H19N2OS and charge -1 (ωB97M-V with the def2-TZVPD basis set).

Summary:
Spin multiplicity: 1
Relative energy (zero: lowest compared OMol25 entry of this formula, charge and spin) in kJ/mol: 100.0
Gap between HOMO and LUMO in eV: 6.2
Net charge: -1
SMILES string: N#C[C@H](N=C(c1ccccc1)c1ccccc1)C1([O-])CCSCC1

Structure (XYZ):
```
43
Properties=species:S:1:pos:R:3:nbo_charge:R:1
C 2.739 2.381 0.086 -0.476
C 1.068 0.765 -0.347 -0.228
C -0.566 -3.385 -0.149 -0.136
C -0.729 -0.898 0.287 0.234
H 1.693 0.234 0.393 0.219
C 1.202 -2.407 1.145 -0.182
H -1.528 -3.307 -0.654 0.212
C 0.017 -4.652 -0.035 -0.243
C -2.891 -2.064 1.065 -0.226
C -4.306 0.232 0.360 -0.221
H 2.733 -3.788 1.819 0.210
H -0.463 -5.517 -0.496 0.208
H -6.092 -0.882 0.891 0.203
C -2.919 0.210 0.270 -0.176
H 1.095 5.074 -0.819 0.213
H 0.981 2.500 -2.436 0.196
C 1.797 -3.678 1.265 -0.218
H 2.888 2.017 1.106 0.197
H -4.832 1.131 0.074 0.208
H 1.684 -5.786 0.749 0.207
H -2.358 1.089 -0.032 0.267
C 1.106 2.250 -0.167 0.352
C 3.313 3.757 -0.017 -0.523
C 0.028 -2.234 0.388 -0.115
H 3.260 1.734 -0.627 0.181
H -4.815 -2.929 1.500 0.202
C -4.284 -2.042 1.159 -0.235
C -2.200 -0.953 0.552 -0.003
H 2.817 4.453 0.662 0.217
H 4.390 3.693 0.160 0.201
N -0.290 0.239 -0.108 -0.348
N 1.922 0.021 -2.707 -0.385
H 1.638 -1.550 1.665 0.223
C -5.004 -0.896 0.809 -0.219
H -2.365 -2.966 1.379 0.216
C 0.729 3.060 -1.531 -0.482
O 0.490 2.701 0.838 -0.897
C 1.215 -4.803 0.665 -0.218
C 1.367 4.405 -1.644 -0.501
H -0.352 3.225 -1.511 0.207
H 1.129 4.841 -2.621 0.202
C 1.501 0.363 -1.672 0.329
S 3.190 4.359 -1.713 0.130
```

Record 6
Entry from the Open Molecules 2025 dataset: a 2-piece molecular cluster, C4H11N2 overall (ωB97M-V with the def2-TZVPD basis set).

Summary:
Spin multiplicity: 1
Relative energy (zero: lowest compared OMol25 entry of this formula, charge and spin) in kJ/mol: 295.9
Gap between HOMO and LUMO in eV: 10.5
Net charge: +1

Structure (XYZ):
```
17
Properties=species:S:1:pos:R:3:nbo_charge:R:1
C -1.643 0.944 0.600 -0.352
H 0.060 -0.408 -2.014 0.241
H 1.381 1.491 -1.652 0.442
H -1.586 2.045 0.840 0.218
H 2.130 -1.131 1.328 0.235
N 1.319 0.720 -0.980 -0.715
N 0.514 -1.195 -0.111 -0.550
C 0.424 -0.263 -1.035 0.408
C 1.032 -0.936 1.244 -0.443
H -1.818 -0.525 -0.717 0.193
C -1.799 0.505 -0.601 -0.414
H 0.288 -2.225 -0.422 0.454
H 0.532 -1.337 2.068 0.253
H 1.698 0.779 -0.077 0.403
H -1.625 1.109 -1.440 0.204
H 0.896 0.126 1.421 0.210
H -1.802 0.299 1.548 0.212
```

Respective F_max values: 0.45, 8.85, 0.71, 3.00, 4.15, 5.14 eV/Å.